2 unconnected molecules or ions with the total composition C3H5NO3 in a non-equilibrium geometry, computed with ωB97M-V/def2-TZVPD.

Each atom is followed by the atoms it is bonded to, with distances in Å.
Positions of all 12 atoms, in Å:
1 C 3.38721 -0.29746 -0.24126  N4 1.161, H8 1.066
2 C -1.17702 0.63658 0.11867  C3 1.483, O6 1.278, H9 1.130
3 C -2.09485 -0.51677 -0.04816  C2 1.483, H10 1.073, H11 1.104, H12 1.143
4 N 2.44034 -0.58755 0.36460  C1 1.161, O5 1.206
5 O 1.48738 -1.08787 0.90833  N4 1.206
6 O -0.11972 0.73375 -0.59256  C2 1.278, O7 1.315
7 O 0.60270 1.83075 -0.54000  O6 1.315
8 H 4.29079 0.25823 -0.34600  C1 1.066
9 H -1.63734 1.55161 0.59558  C2 1.130
10 H -2.96187 -0.33924 -0.65410  C3 1.073
11 H -2.68784 -0.74419 0.85536  C3 1.104
12 H -1.52979 -1.43784 -0.42046  C3 1.143

energy above the lowest of the compared OMol25 structures with the same formula, charge and spin: 213.8 kcal/mol
lowest unoccupied orbital energy (spin up / spin down): -0.012 / -0.009 eV
HOMO (spin up / spin down): -8.9 / -8.9 eV
HOMO-LUMO gap (spin up / spin down): 0.3266 / 0.3272 hartree
F_max: 3.013 eV Å⁻¹